Entry from the OMol25 dataset: a 2-piece molecular cluster, C9H14O overall (the ωB97M-V functional and the def2-TZVPD basis).

<S²>: 0.766
Gap between HOMO and LUMO (spin up / spin down) (Eh): 0.3756 / 0.2433
Highest occupied orbital energy (spin up / spin down) (Eh): -0.518 / -0.523
Strongest force on any atom (eV Å⁻¹): 3.0
M (g mol⁻¹): 138.2

```
! RIJCOSX wB97M-V def2-TZVPD def2/J DEFGRID3
* xyz 1 2
C -2.89 1.13 -1.81
C -1.98 0.12 -1.13
H -3.74 0.63 -2.30
H -3.23 1.77 -1.00
H -2.38 1.81 -2.50
H -0.94 0.46 -1.12
H -1.78 -0.87 -1.56
H -2.39 -0.21 -0.17
C 1.57 -2.67 0.31
C 0.68 -0.81 1.69
C 1.31 -1.21 0.52
C 0.43 0.55 1.84
C 1.73 -0.29 -0.47
C 1.06 1.54 1.02
C 1.68 1.07 -0.21
O 0.80 2.80 1.28
H 0.16 -1.46 2.38
H -0.16 0.68 2.74
H 2.67 -2.68 0.48
H 1.54 -2.92 -0.77
H 2.15 -0.72 -1.37
H 1.98 1.80 -0.94
H 0.71 2.92 2.25
H 1.01 -3.41 0.84
*
```

Atomic partial charges in e from the Mulliken method, atoms 1 to 6:
1. C -0.97
2. C -0.54
3. H 0.29
4. H 0.27
5. H 0.32
6. H -0.04

Entry from the OMol25 dataset: C18H23N4O10STi as an isolated structure (the ωB97M-V functional and the def2-TZVPD basis).

<S²>: 2.012
Gap between HOMO and LUMO (spin up / spin down) (Eh): 0.1304 / 0.2488
Highest occupied orbital energy (spin up / spin down) (Eh): -0.047 / -0.165
Strongest force on any atom (eV Å⁻¹): 5.3
M (g mol⁻¹): 535.3

```
! RIJCOSX wB97M-V def2-TZVPD def2/J DEFGRID3
* xyz -1 3
Ti 9.53 9.20 8.92
O 12.23 12.29 8.53
C 12.07 11.28 9.36
O 11.40 10.29 9.01
C 12.73 11.42 10.71
O 12.76 10.19 11.42
C 11.70 10.11 12.42
C 10.42 10.30 11.67
O 9.86 11.44 11.80
O 9.91 9.34 10.91
H 11.42 12.18 7.86
H 13.75 11.79 10.54
H 12.18 12.24 11.21
H 11.77 10.91 13.17
H 11.81 9.11 12.80
N 8.56 11.06 9.36
C 7.19 10.73 9.79
C 6.30 10.07 8.74
C 6.62 8.60 8.72
O 5.79 7.74 8.46
O 7.91 8.33 9.11
H 9.08 11.42 10.16
H 8.59 11.77 8.59
H 6.74 11.68 10.09
H 7.29 10.08 10.69
H 6.50 10.48 7.75
H 5.25 10.27 8.97
N 13.20 5.47 7.22
C 12.02 5.76 7.90
C 11.43 7.05 7.87
N 10.30 7.27 8.54
C 9.69 6.31 9.27
C 10.31 5.05 9.28
N 11.44 4.78 8.62
H 13.51 5.98 6.43
H 13.47 4.50 7.27
H 11.78 7.86 7.25
H 8.74 6.52 9.73
H 9.86 4.26 9.92
C 15.26 10.75 4.59
C 13.73 10.74 4.69
C 13.00 9.53 4.75
C 11.62 9.52 4.94
C 11.00 10.73 5.31
C 11.64 11.95 5.12
C 12.99 11.93 4.78
S 9.59 10.92 6.26
O 10.10 11.94 7.27
O 8.33 11.32 5.70
O 9.48 9.51 6.98
H 15.61 9.74 4.65
H 15.70 11.36 5.36
H 15.59 11.23 3.67
H 13.53 8.59 4.63
H 11.08 8.57 4.99
H 11.05 12.87 5.33
H 13.49 12.90 4.64
*
```

Atomic partial charges in e from the Mulliken method, atoms 1 to 6:
1. Ti 0.54
2. O -0.61
3. C 0.69
4. O 0.15
5. C -0.86
6. O -0.45